Record 1
The following is a quantum chemistry calculation of C26H31As2CoN2O5 as an isolated structure, from the Open Molecules 2025 dataset.

Properties
Orbital gap (alpha / beta): 7.11 / 7.44 eV
Spin multiplicity: 2
Relative energy (zero: lowest compared OMol25 entry of this formula, charge and spin): 0.290 eV
Charge: -1

Cartesian coordinates (Å):
As: -2.413 -1.863 -0.491
As: -2.150 0.188 2.074
Co: 0.866 0.338 -0.459
O: 0.242 2.011 0.854
O: 3.487 -1.277 4.619
O: 0.563 2.629 2.999
O: 1.986 -3.589 0.211
O: 0.967 -1.841 -0.791
N: 0.275 1.004 -2.233
N: 1.406 -0.291 1.264
C: -3.909 -1.761 0.801
C: -1.560 -3.440 0.286
C: -5.962 -1.624 2.690
C: 2.627 1.710 -2.158
C: 4.994 2.091 -2.016
C: 1.295 1.914 -2.828
C: 1.502 0.591 2.258
C: 3.791 2.259 -2.685
C: 2.634 -1.902 2.460
C: 2.198 0.280 3.409
C: -2.972 1.920 1.691
C: 1.603 -2.420 0.140
C: 3.840 0.830 -0.317
C: 0.715 1.891 2.022
C: 0.066 -0.152 -3.119
C: 5.012 1.375 -0.825
C: -5.064 -2.528 0.659
C: 2.607 0.976 -0.966
C: -3.341 -2.763 -1.972
C: -0.996 1.717 -2.019
C: -6.086 -2.463 1.594
C: -3.787 -0.907 1.904
C: -4.819 -0.853 2.839
C: 2.784 -0.979 3.488
C: 1.922 -1.512 1.341
C: -2.064 0.383 4.023
H: -1.727 1.016 -1.613
H: 2.265 0.993 4.217
H: -3.271 1.947 0.643
H: -4.734 -0.197 3.696
H: -2.303 -4.223 0.440
H: -2.216 2.686 1.865
H: -6.975 -3.069 1.466
H: 3.895 0.276 0.616
H: -3.764 -3.727 -1.690
H: 5.948 1.241 -0.293
H: 0.945 2.942 -2.703
H: -2.604 -2.929 -2.759
H: 3.762 2.818 -3.616
H: -1.118 -3.159 1.241
H: -0.292 0.177 -4.103
H: -0.659 -0.826 -2.669
H: -1.262 1.095 4.219
H: -2.991 0.759 4.457
H: 1.006 -0.691 -3.221
H: 5.907 2.514 -2.418
H: -4.128 -2.117 -2.362
H: -3.845 2.082 2.324
H: 3.040 -2.906 2.503
H: -1.810 -0.577 4.473
H: -6.754 -1.568 3.429
H: -0.755 -3.770 -0.367
H: 1.352 1.727 -3.907
H: -5.175 -3.189 -0.191
H: -1.379 2.124 -2.965
H: 3.829 -2.172 4.540
H: -0.840 2.513 -1.294

***

Record 2
The following is a quantum chemistry calculation of C26H31Br2N3O2PPdS2 as an isolated structure, from the Open Molecules 2025 dataset.

Properties
Orbital gap: 7.91 eV
Spin multiplicity: 1
Relative energy (zero: lowest compared OMol25 entry of this formula, charge and spin): 0.000 eV
Charge: +1

Cartesian coordinates (Å):
Pd: 0.154 0.236 -0.164
Br: -7.085 5.118 0.754
Br: 6.101 -2.795 -0.252
S: 0.568 0.696 4.411
S: -2.795 -3.911 1.695
P: 0.443 0.914 -2.294
O: -1.619 1.192 -0.116
O: -0.582 3.184 -0.078
N: -1.211 -2.163 0.752
N: 1.968 -0.716 -0.197
N: 0.113 0.121 2.000
C: 4.349 -0.573 -0.191
C: -2.933 3.107 0.170
C: -1.237 -1.982 2.115
C: 3.272 -2.711 -0.216
C: 1.539 2.364 -2.341
C: -0.469 -0.895 2.745
C: 3.097 0.008 -0.178
C: -2.211 -3.560 -1.033
C: -1.079 1.422 -3.140
C: 1.269 -0.273 -3.405
C: -4.333 5.064 0.072
C: -3.096 4.462 -0.091
C: 0.676 -1.677 -3.424
C: -4.018 2.354 0.607
C: -5.256 2.951 0.792
C: 1.364 2.250 2.211
C: -2.209 0.382 -3.131
C: -1.584 2.484 -0.019
C: 2.060 -2.052 -0.199
C: -5.400 4.301 0.517
C: 0.682 1.031 2.744
C: -0.302 -0.735 4.080
C: -2.038 -2.846 2.788
C: -1.990 -3.138 0.387
C: 4.432 -1.955 -0.221
C: 1.668 3.038 -3.707
H: 2.979 1.080 -0.151
H: -6.103 2.376 1.143
H: -2.241 5.041 -0.416
H: -4.470 6.116 -0.138
H: 1.148 3.053 -1.589
H: 1.246 0.157 -4.409
H: -0.300 -1.685 -3.909
H: -3.133 0.840 -3.486
H: -3.265 -3.474 -1.301
H: 0.711 3.425 -4.058
H: 0.951 2.509 1.234
H: -0.651 -1.379 4.872
H: 0.548 -2.071 -2.419
H: -1.907 -4.594 -1.195
H: 1.322 -2.358 -3.979
H: 2.064 2.362 -4.467
H: -0.800 1.664 -4.169
H: 1.123 -2.593 -0.164
H: 2.352 3.884 -3.633
H: 2.438 2.074 2.123
H: 1.223 3.096 2.882
H: -2.390 -0.002 -2.131
H: -1.636 -2.910 -1.687
H: -2.235 -2.895 3.848
H: 5.237 0.044 -0.178
H: 2.518 2.025 -1.999
H: -1.378 2.357 -2.662
H: -3.887 1.298 0.801
H: 3.305 -3.791 -0.220
H: 2.319 -0.289 -3.097
H: -1.984 -0.453 -3.800

***

Record 3
The following is a quantum chemistry calculation of C26H31BrCl5FeIN4O as an isolated structure at a distorted geometry, from the Open Molecules 2025 dataset.

Properties
Orbital gap (alpha / beta): 7.55 / 8.27 eV
Spin multiplicity: 2
Charge: +1

Cartesian coordinates (Å):
I: 1.194 2.601 1.480
Br: 2.665 5.771 1.789
Fe: 0.059 -1.033 0.860
Cl: 2.982 0.048 -0.784
Cl: 5.645 -0.434 3.878
Cl: 5.645 0.117 0.815
Cl: 2.958 -1.113 5.336
Cl: 0.296 -1.268 3.665
O: 0.254 -2.754 0.607
N: 0.343 -0.248 -2.821
N: -0.378 0.090 -0.622
N: -2.040 1.049 2.629
N: -2.004 -0.923 1.406
C: 0.084 6.819 1.368
C: -4.113 -0.063 2.150
C: 2.991 -0.818 3.650
C: 0.166 4.415 1.341
C: -0.091 -2.597 -3.530
C: -1.924 5.559 0.991
C: 2.978 -0.320 0.906
C: -0.474 0.316 -5.148
C: -4.772 -1.098 1.541
C: 0.324 -5.078 0.266
C: -0.168 0.501 -1.857
C: -4.040 -2.069 0.852
C: -2.711 -0.001 2.071
C: 1.826 -0.876 2.900
C: 0.811 5.639 1.474
C: 0.674 0.308 -4.145
C: -2.679 -1.937 0.812
C: -0.539 1.927 -2.175
C: 1.782 -0.633 1.532
C: 1.115 -3.788 0.140
C: 4.184 -0.512 2.991
C: 2.416 -3.834 0.922
C: 0.666 -1.657 -2.605
C: 4.178 -0.261 1.617
C: -1.278 6.779 1.127
C: -1.203 4.381 1.099
H: -4.519 -2.907 0.369
H: -2.988 5.523 0.804
H: 0.150 -5.319 1.315
H: 1.342 -3.620 -0.917
H: 0.371 2.532 -2.176
H: 2.932 -2.878 0.876
H: 0.178 -3.626 -3.289
H: -1.703 3.425 1.012
H: -5.851 -1.159 1.596
H: 2.223 -4.076 1.969
H: -2.061 -2.662 0.300
H: -1.026 2.040 -3.138
H: -1.194 2.326 -1.404
H: -4.648 0.704 2.693
H: -0.154 0.823 -6.058
H: -2.535 1.609 3.303
H: -0.640 -5.000 -0.237
H: 1.080 1.309 -4.015
H: 1.743 -1.787 -2.734
H: 0.595 7.765 1.478
H: -1.170 -2.489 -3.415
H: -0.784 -0.691 -5.416
H: 0.165 -2.440 -4.576
H: 0.879 -5.899 -0.190
H: 0.433 -1.880 -1.571
H: -1.833 7.704 1.047
H: -0.980 0.774 -0.172
H: 1.494 -0.303 -4.525
H: -1.051 0.955 2.802
H: 3.079 -4.596 0.511
H: -1.351 0.838 -4.768

***

Record 4
The following is a quantum chemistry calculation of C26H31BrCuN5O5 as an isolated structure at a distorted geometry, from the Open Molecules 2025 dataset.

Properties
Orbital gap: 5.86 eV
Spin multiplicity: 1
Relative energy (zero: lowest compared OMol25 entry of this formula, charge and spin): 2.561 eV

Cartesian coordinates (Å):
Br: 1.568 -1.538 4.983
Cu: 0.456 1.075 -0.674
O: 1.768 -0.411 -1.201
O: 1.652 -0.448 2.086
O: -0.698 2.427 -1.698
O: 0.141 1.096 1.465
O: 2.095 -2.590 -1.549
N: 2.763 -4.745 1.047
N: 1.858 2.746 -0.706
N: 0.849 -3.550 1.397
N: 0.780 -5.854 1.579
N: -0.901 -0.723 -0.806
C: 0.854 0.228 4.926
C: 0.018 2.035 6.268
C: -1.360 -3.553 0.168
C: 2.307 3.182 -1.880
C: -3.546 1.145 -3.546
C: -1.486 -0.153 -4.885
C: 0.116 2.239 3.884
C: 1.373 -1.584 -1.366
C: -2.223 1.373 -3.158
C: -2.805 -0.359 -5.271
C: -0.679 -3.242 -1.179
C: -0.174 2.785 5.120
C: 3.117 4.299 -2.004
C: 3.001 4.542 0.366
C: -1.201 0.699 -3.836
C: -2.918 3.226 -1.524
C: -0.179 -1.804 -1.477
C: -1.853 2.322 -2.088
C: 0.534 0.755 6.170
C: 0.630 0.949 3.747
C: 2.196 3.413 0.392
C: 0.827 0.452 2.302
C: 1.463 -4.706 1.340
C: -3.831 0.280 -4.588
C: 3.472 4.992 -0.857
C: -0.580 -3.358 1.493
H: -0.073 2.801 2.980
H: -0.252 2.431 7.239
H: 1.418 -2.688 1.457
H: 3.194 -5.646 0.930
H: 3.257 5.054 1.284
H: -2.465 3.895 -0.796
H: -0.567 3.792 5.189
H: -2.281 -2.969 0.230
H: -3.031 -1.012 -6.105
H: -3.367 3.819 -2.323
H: -0.056 -5.789 2.135
H: -0.181 0.861 -3.508
H: -0.998 -0.870 0.189
H: -1.811 -0.561 -1.217
H: 4.107 5.867 -0.917
H: 1.306 -6.703 1.684
H: -0.333 -1.645 -2.547
H: 1.800 3.021 1.322
H: 0.687 0.160 7.060
H: 3.464 4.616 -2.978
H: -3.709 2.652 -1.038
H: -0.728 -2.355 1.890
H: -1.662 -4.602 0.122
H: -0.684 -0.668 -5.398
H: -0.990 -4.042 2.242
H: -1.430 -3.478 -1.939
H: 1.999 2.611 -2.749
H: -4.362 1.640 -3.034
H: 3.046 -4.013 0.369
H: -4.860 0.102 -4.873
H: 0.158 -3.921 -1.341